Version A
Molecular formula: C2H3Cl2NSSi
Method: DFT, ωB97M-V/def2-TZVPD

Computed properties:
* Kohn-Sham gap: 10.5071 eV
* spin multiplicity: 1
* SMILES: C[Si](Cl)(Cl)SC#N
* charge: 0

Geometry (Å):
C  -1.3475  -0.6934  0.0219
Si  0.5336  -0.8390  0.0180
Cl  1.3108  -0.5515  -1.8645
Cl  1.1864  -2.5705  0.8669
S  1.5030  0.8674  1.1064
C  1.1726  2.1868  0.0947
N  0.8231  3.1642  -0.3877
H  -2.0738  -1.2250  0.5857
H  -1.3728  0.2419  0.5943
H  -1.7355  -0.5810  -1.0357

Results of the Mulliken charge analysis, in e, for atoms 1 through 2: -0.976, 0.715


Version B
Molecular formula: C2H3Cl2NSSi
Method: DFT, ωB97M-V/def2-TZVPD

Computed properties:
* Kohn-Sham gap: 8.1680 eV
* spin multiplicity: 1
* charge: 0

Geometry (Å):
C  0.0802  2.3320  -0.2408
C  0.9737  -0.6420  -0.0848
N  1.0260  2.8797  0.0519
Si  -0.9385  -0.6930  0.2477
S  -1.7337  0.9677  -0.9419
Cl  -1.8535  -0.5755  2.0659
Cl  -1.5624  -2.3602  -0.8121
H  1.5623  -1.1019  0.9152
H  1.1088  -1.2424  -0.9638
H  1.3371  0.4358  -0.2371

Results of the Mulliken charge analysis, in e, for atoms 1 through 2: 0.079, -0.867


Of them, version B has the lowest stability.


Version A
Molecular formula: C8H14N3O3
Method: DFT, ωB97M-V/def2-TZVPD

Computed properties:
* Kohn-Sham gap (alpha / beta): 6.9892 / 9.0850 eV
* spin multiplicity: 1
* charge: +1

Geometry (Å):
C  2.0421  1.5039  0.1611
C  -0.9862  0.5609  -0.1020
C  3.2578  0.8126  0.6119
C  3.2616  -0.5557  -0.2710
C  1.7780  -0.7575  -0.4981
C  -0.5653  -2.4269  -0.4273
C  -2.9933  1.9227  -0.6578
C  -2.8703  0.1902  1.1823
N  1.3392  0.5212  -0.5939
N  -0.0874  -1.6761  0.7012
N  -2.1512  0.9018  0.0503
O  1.6358  2.5921  0.3430
O  -0.0592  0.9302  -0.9744
O  1.0918  -1.2554  0.7480
H  4.0407  1.5230  0.4743
H  3.0172  0.3474  1.6176
H  3.8323  -0.4900  -1.2173
H  3.7017  -1.3776  0.3517
H  1.5514  -1.5141  -1.2218
H  -0.3792  -1.9292  -1.4195
H  -0.1974  -3.4558  -0.3464
H  -1.6284  -2.5094  -0.3535
H  -3.4319  2.6724  0.0850
H  -3.7899  1.2787  -1.0228
H  -2.4934  2.3723  -1.4854
H  -3.8426  -0.2451  0.7420
H  -2.9164  0.7371  2.0801
H  -2.1576  -0.6735  1.4427

Results of the Mulliken charge analysis, in e, for atoms 1 through 2: 0.312, 0.258


Version B
Molecular formula: C8H14N3O3
Method: DFT, ωB97M-V/def2-TZVPD

Computed properties:
* Kohn-Sham gap (alpha / beta): 7.5799 / 6.9165 eV
* spin multiplicity: 1
* charge: +1

Geometry (Å):
C  1.3963  -1.1660  -0.1747
C  -0.0139  1.3335  0.1928
C  -2.5270  -0.3349  0.2813
C  -1.6688  -1.6668  0.4594
C  -2.0892  0.5497  -0.9045
C  -0.4715  -1.5951  1.3588
C  0.0727  0.0627  -1.8761
C  1.8469  2.5001  0.7919
N  -0.6389  0.6377  -0.8647
N  1.0077  -0.8378  -1.4299
N  2.8401  -1.2341  0.0131
O  -0.7345  1.8880  0.9666
O  0.7373  -1.4387  0.8540
O  1.3091  1.4244  0.0196
H  -3.4519  -0.7373  0.0584
H  -2.5538  0.2111  1.2837
H  -2.2929  -2.3979  0.9092
H  -1.2088  -2.0008  -0.5226
H  -2.3757  -0.0208  -1.8207
H  -2.6461  1.5749  -0.8515
H  -0.4612  -1.8097  2.3521
H  -0.1914  -0.0185  -2.8869
H  1.5196  2.4074  1.8415
H  1.2797  3.3771  0.6409
H  2.9352  2.5019  0.8512
H  1.8102  -1.0372  -2.1884
H  3.4327  -0.4496  -0.2421
H  3.1382  -1.7235  0.8876

Results of the Mulliken charge analysis, in e, for atoms 1 through 2: 0.583, 0.546


Of them, version A has the lowest stability.


Version A
Molecular formula: H2O3PS
Method: DFT, ωB97M-V/def2-TZVPD

Computed properties:
* Kohn-Sham gap (alpha / beta): 6.9241 / 6.9233 eV
* spin multiplicity: 1
* charge: -1

Geometry (Å):
O  -0.5753  -2.4367  1.0732
O  -1.6941  -1.0551  -0.3923
O  1.1033  0.3078  0.7293
P  1.1797  1.4124  -0.3220
S  -0.9581  -1.0303  0.8687
H  1.0021  0.7524  -1.5729
H  -0.0574  2.0495  -0.3840

Results of the Mulliken charge analysis, in e, for atoms 1 through 2: -0.502, -0.475


Version B
Molecular formula: H2O3PS
Method: DFT, ωB97M-V/def2-TZVPD

Computed properties:
* Kohn-Sham gap: 7.5215 eV
* spin multiplicity: 1
* charge: -1

Geometry (Å):
O  -0.4668  2.4015  -0.7011
O  -1.8676  1.0373  -2.1673
O  -1.3811  -1.4593  0.5265
P  0.0559  -1.1140  0.3490
S  -1.3139  1.2478  -0.8534
H  0.2365  -0.1173  -1.0547
H  -0.0787  0.1714  1.0215

Results of the Mulliken charge analysis, in e, for atoms 1 through 2: -0.425, -0.457


Of them, version B has the lowest stability.